(1)
The following is a quantum chemistry calculation of a cluster of 2 separate species, C4H12 in total in a non-equilibrium geometry, from the OMol25 dataset.

Properties
Relative energy (zero: lowest compared OMol25 entry of this formula, charge and spin) ... 40.3 kJ/mol
LUMO level ... 1.110 eV
Frontier orbital gap ... 12.66 eV
Electronic energy ... -4342.11044 eV
SMILES ... CC.CC

Bonds (Å) are listed after each position.
CARTESIAN COORDINATES (ANGSTROEM)
1 C 0.697 -1.368 -1.383  C2 1.560, H3 1.078, H4 1.092, H5 1.073
2 C 1.372 -2.525 -0.582  C1 1.560, H6 1.088, H7 1.098, H8 1.107
3 H -0.355 -1.324 -1.149  C1 1.078
4 H 1.225 -0.458 -1.094  C1 1.092
5 H 1.011 -1.504 -2.400  C1 1.073
6 H 2.449 -2.388 -0.514  C2 1.088
7 H 1.071 -3.511 -0.957  C2 1.098
8 H 0.869 -2.534 0.404  C2 1.107
9 C -0.844 1.521 0.399  C10 1.504, H11 1.102, H12 1.104, H13 1.107
10 C -1.227 2.411 1.550  C9 1.504, H14 1.105, H15 1.119, H16 1.074
11 H 0.085 0.933 0.475  C9 1.102
12 H -1.636 0.781 0.191  C9 1.104
13 H -0.726 2.133 -0.515  C9 1.107
14 H -2.049 3.094 1.270  C10 1.105
15 H -0.297 2.894 1.944  C10 1.119
16 H -1.645 1.846 2.361  C10 1.074



(2)
The following is a quantum chemistry calculation of a cluster of 2 separate species, C4H12 in total, from the OMol25 dataset.

Properties
Relative energy (zero: lowest compared OMol25 entry of this formula, charge and spin) ... 26.2 kJ/mol
LUMO level ... 1.097 eV
Frontier orbital gap ... 12.72 eV
Electronic energy ... -4342.25663 eV
SMILES ... CC.CC

Bonds (Å) are listed after each position.
CARTESIAN COORDINATES (ANGSTROEM)
1 C -0.445 -0.828 -2.826  C2 1.521, H3 1.092, H4 1.091, H5 1.084
2 C 0.664 -0.949 -1.792  C1 1.521, H6 1.091, H7 1.091, H8 1.090
3 H -1.356 -1.217 -2.366  C1 1.092
4 H -0.719 0.194 -3.091  C1 1.091
5 H -0.236 -1.411 -3.716  C1 1.084
6 H 1.549 -0.321 -1.913  C2 1.091
7 H 1.040 -1.974 -1.797  C2 1.091
8 H 0.273 -0.746 -0.796  C2 1.090
9 C 0.119 0.555 1.664  C10 1.529, H11 1.090, H12 1.090, H13 1.093
10 C -0.353 1.225 2.955  C9 1.529, H14 1.091, H15 1.092, H16 1.085
11 H 0.689 -0.351 1.871  C9 1.090
12 H -0.615 0.295 0.902  C9 1.090
13 H 0.786 1.225 1.115  C9 1.093
14 H 0.296 2.074 3.174  C10 1.091
15 H -1.323 1.713 2.842  C10 1.092
16 H -0.368 0.514 3.773  C10 1.085



- What is the formula in the second record?
  C4H12



- The highest relative energy (zero: lowest compared OMol25 entry of this formula, charge and spin) belongs to which entry?
  number 1



- electronic energy of number 1 (C4H12)?
  -4342.11044 eV